ORCA calculation (the ωB97M-V functional and the def2-TZVPD basis) on 14 unconnected molecules or ions with the total composition C43H49Cl26F17IN2O3P in a non-equilibrium geometry.

Cartesian coordinates (Å):
C (-0.44, -5.96, -2.21)
C (-0.60, -5.93, -0.58)
C (-2.01, -5.35, -0.09)
C (0.69, -5.25, 0.10)
C (0.63, -3.64, 0.13)
C (0.91, -2.89, 1.47)
N (0.92, -1.48, 1.68)
C (0.63, -0.84, 0.44)
C (0.64, 0.74, 0.45)
C (0.99, 1.46, 1.86)
C (-0.36, 1.71, 2.71)
O (-1.50, 1.58, 2.17)
I (-0.32, 2.33, 4.82)
C (0.31, 1.63, -0.77)
C (0.30, 3.22, -0.77)
C (1.62, 3.92, -1.29)
C (1.80, 5.46, -1.39)
C (0.62, 6.38, -0.97)
C (-0.68, 5.71, -0.46)
C (-0.87, 4.15, -0.33)
C (-0.05, 0.90, -2.11)
C (-0.45, 1.85, -3.37)
C (-2.00, 2.35, -3.29)
C (-3.07, 1.18, -3.49)
F (-3.01, 0.15, -2.53)
F (-2.78, 0.58, -4.79)
C (-4.60, 1.71, -3.61)
F (-5.37, 0.61, -4.06)
F (-4.61, 2.67, -4.69)
C (-5.14, 2.44, -2.29)
F (-4.24, 2.37, -1.18)
F (-5.18, 3.85, -2.62)
C (-6.67, 2.09, -1.88)
F (-7.08, 3.14, -1.01)
F (-7.49, 2.24, -3.05)
C (-6.87, 0.61, -1.30)
F (-5.63, -0.12, -1.29)
F (-7.65, -0.08, -2.30)
C (-7.71, 0.47, 0.04)
F (-8.16, -0.89, 0.10)
F (-8.93, 1.23, 0.01)
C (-7.00, 0.79, 1.42)
F (-7.95, 0.45, 2.45)
F (-6.70, 2.16, 1.66)
C (-5.67, -0.03, 1.78)
F (-5.52, 0.06, 3.20)
F (-4.53, 0.64, 1.25)
F (-5.70, -1.40, 1.48)
C (-0.05, -0.67, -2.20)
P (-0.47, -1.39, -3.90)
O (-0.76, -3.07, -3.85)
O (0.77, -0.96, -5.01)
C (0.30, -1.52, -0.91)
N (0.30, -2.94, -1.07)
H (0.67, -5.90, -2.52)
H (-1.05, -5.08, -2.61)
H (-0.91, -6.95, -2.56)
H (-0.57, -7.04, -0.27)
H (-2.42, -4.56, -0.82)
H (-2.76, -6.24, -0.15)
H (-2.02, -5.01, 1.00)
H (0.79, -5.58, 1.20)
H (1.64, -5.64, -0.42)
H (1.14, -3.55, 2.41)
H (1.52, 2.43, 1.59)
H (1.72, 0.78, 2.41)
H (2.51, 3.27, -1.65)
H (2.81, 5.85, -1.78)
H (0.78, 7.50, -1.06)
H (-1.58, 6.35, -0.17)
H (-1.85, 3.70, 0.03)
H (-0.30, 1.33, -4.37)
H (0.20, 2.80, -3.39)
H (-2.09, 3.16, -4.11)
H (-2.09, 2.91, -2.30)
H (0.12, -3.49, -4.06)
H (1.20, -0.16, -4.60)
C (1.01, 5.43, 2.82)
Cl (0.83, 4.49, 1.33)
Cl (2.48, 6.41, 2.79)
H (0.14, 6.09, 2.93)
H (1.06, 4.75, 3.67)
C (3.75, -5.07, 2.51)
Cl (2.09, -5.21, 3.09)
Cl (4.60, -3.74, 3.30)
H (4.28, -6.00, 2.72)
H (3.73, -4.89, 1.43)
C (3.66, -0.41, -6.04)
Cl (5.21, -0.04, -6.81)
Cl (3.55, 0.33, -4.44)
H (2.86, -0.02, -6.67)
H (3.56, -1.50, -5.94)
C (-2.90, 2.64, -7.32)
Cl (-3.14, 1.74, -8.82)
Cl (-1.41, 3.60, -7.39)
H (-3.74, 3.31, -7.17)
H (-2.83, 1.94, -6.50)
C (-2.37, -1.12, 5.34)
Cl (-1.86, -2.66, 4.62)
Cl (-1.46, -0.77, 6.82)
H (-2.20, -0.32, 4.62)
H (-3.43, -1.18, 5.59)
C (5.30, -3.40, -8.34)
Cl (6.12, -4.95, -8.16)
Cl (4.12, -3.14, -7.05)
H (6.04, -2.60, -8.31)
H (4.78, -3.38, -9.30)
C (8.16, -3.45, -10.98)
Cl (7.58, -2.16, -9.92)
Cl (6.82, -4.34, -11.70)
H (8.75, -3.00, -11.78)
H (8.78, -4.13, -10.41)
C (1.35, 7.54, 6.45)
Cl (0.14, 8.05, 5.27)
Cl (2.00, 5.95, 6.07)
H (2.17, 8.27, 6.45)
H (0.89, 7.51, 7.44)
C (7.69, -3.10, 5.94)
Cl (7.13, -4.78, 5.90)
Cl (6.64, -2.05, 4.98)
H (7.69, -2.75, 6.97)
H (8.70, -3.05, 5.54)
C (-11.06, 1.01, 3.58)
Cl (-11.82, 2.44, 4.30)
Cl (-12.06, -0.43, 3.82)
H (-10.93, 1.18, 2.51)
H (-10.09, 0.85, 4.05)
C (4.87, -8.39, 4.93)
Cl (5.72, -7.86, 3.48)
Cl (6.00, -8.95, 6.17)
H (4.30, -7.55, 5.33)
H (4.19, -9.20, 4.67)
C (3.26, 11.59, 5.98)
Cl (2.22, 12.28, 7.23)
Cl (3.89, 10.01, 6.47)
H (2.67, 11.47, 5.06)
H (4.09, 12.26, 5.80)
C (6.98, -5.06, 9.67)
Cl (7.88, -3.72, 8.95)
Cl (7.33, -5.20, 11.40)
H (5.92, -4.89, 9.54)
H (7.27, -5.99, 9.18)

The value obtained for the HOMO-LUMO gap is 6.54 eV. The calculation puts the largest force on an atom at 6.193 eV Å⁻¹. The value obtained for the total energy is -16304.3107 Eh. For the LUMO energy, the calculation gives -1.0825 eV. Its multiplicity is 1.

ORCA calculation (the ωB97M-V functional and the def2-TZVPD basis) on 3 unconnected molecules or ions with the total composition C2H11N3O2 in a non-equilibrium geometry.

Cartesian coordinates (Å):
C (-1.37, 0.28, -1.16)
N (-0.14, 0.57, -0.38)
C (0.54, -0.30, 0.35)
N (1.88, -0.32, 0.26)
N (-0.09, -1.37, 0.94)
H (-2.22, 0.27, -0.49)
H (-1.25, -0.68, -1.65)
H (-1.43, 1.05, -1.91)
H (0.49, 1.28, -0.75)
H (2.33, 0.41, -0.28)
H (2.46, -1.12, 0.43)
H (0.56, -1.75, 1.64)
H (2.65, 3.17, 0.79)
H (1.51, 2.20, 1.10)
O (2.01, 2.58, 0.37)
H (-1.94, -1.82, 0.20)
H (-3.22, -2.35, 0.67)
O (-2.79, -2.11, -0.17)

Its relative energy (zero: lowest compared OMol25 entry of this formula, charge and spin) is 27.5 kJ/mol. The value obtained for the HOMO-LUMO gap (alpha / beta) is 10.76 / 6.60 eV. The calculation puts the largest force on an atom at 2.218 eV Å⁻¹. The value obtained for the total energy is -397.2341 Eh. The total charge is +1. For the LUMO energy (alpha / beta), the calculation gives -3.7196 / -7.8570 eV. Its multiplicity is 2.

ORCA calculation (the ωB97M-V functional and the def2-TZVPD basis) on a molecular structure, C22H34BFeN11O3S3.

Cartesian coordinates (Å):
Fe (0.43, 1.06, -0.39)
C (-3.49, -1.50, 0.20)
C (-2.10, -2.05, 0.07)
C (-1.62, -3.32, 0.42)
C (-0.33, -3.36, -0.05)
C (0.68, -4.45, 0.08)
N (-0.07, -2.18, -0.65)
N (-1.15, -1.35, -0.54)
B (1.05, -1.86, -1.69)
N (0.37, -1.11, -2.86)
N (-0.18, 0.13, -2.71)
C (-0.79, 0.40, -3.86)
C (-1.53, 1.68, -4.09)
C (-0.64, -0.68, -4.76)
C (0.10, -1.61, -4.08)
C (0.54, -2.97, -4.54)
N (2.29, -1.05, -1.21)
N (2.33, 0.30, -1.40)
C (3.59, 0.69, -1.21)
C (4.01, 2.10, -1.41)
C (4.38, -0.43, -0.89)
C (3.52, -1.51, -0.90)
C (3.81, -2.94, -0.56)
H (-3.96, -1.81, 1.13)
H (-4.11, -1.86, -0.63)
H (-3.47, -0.41, 0.14)
H (-2.15, -4.10, 0.95)
H (0.19, -5.36, 0.43)
H (1.44, -4.17, 0.81)
H (1.18, -4.66, -0.87)
H (1.45, -2.93, -2.10)
H (-1.39, 2.35, -3.25)
H (-2.60, 1.49, -4.23)
H (-1.16, 2.17, -5.00)
H (-1.03, -0.75, -5.77)
H (0.22, -3.12, -5.57)
H (0.11, -3.76, -3.92)
H (1.63, -3.08, -4.49)
H (3.53, 2.51, -2.30)
H (5.10, 2.15, -1.53)
H (3.71, 2.73, -0.58)
H (5.43, -0.45, -0.67)
H (4.89, -3.09, -0.56)
H (3.35, -3.62, -1.28)
H (3.43, -3.17, 0.43)
O (0.49, 4.76, 1.03)
S (1.08, 3.97, -0.05)
O (1.64, 2.67, 0.46)
O (2.06, 4.70, -0.83)
S (-0.43, 3.32, -1.27)
S (2.47, -1.75, 3.19)
C (1.70, -0.81, 2.09)
N (1.12, -0.16, 1.31)
C (-1.54, 0.36, 2.65)
N (-1.08, 1.57, 1.96)
C (-0.26, 2.34, 2.92)
N (-1.03, 2.69, 4.13)
C (-1.51, 1.46, 4.75)
N (-2.35, 0.67, 3.85)
C (-3.48, 1.51, 3.44)
N (-3.06, 2.74, 2.78)
C (-2.25, 2.39, 1.60)
C (-2.19, 3.48, 3.71)
H (-0.68, -0.22, 2.96)
H (-2.14, -0.24, 1.97)
H (0.10, 3.24, 2.44)
H (0.60, 1.72, 3.20)
H (-2.09, 1.72, 5.64)
H (-0.65, 0.85, 5.05)
H (-4.07, 1.76, 4.32)
H (-4.11, 0.94, 2.75)
H (-1.90, 3.30, 1.12)
H (-2.87, 1.84, 0.89)
H (-2.77, 3.75, 4.59)
H (-1.83, 4.38, 3.21)

The value obtained for the HOMO-LUMO gap (alpha / beta) is 6.71 / 6.72 eV. The calculation puts the largest force on an atom at 0.568 eV Å⁻¹. The value obtained for the total energy is -4170.1460 Eh. The total charge is -2. For the LUMO energy (alpha / beta), the calculation gives 4.3612 / 4.3611 eV. Its multiplicity is 5.

ORCA calculation (the ωB97M-V functional and the def2-TZVPD basis) on a single C19H20ClFN2O4S molecule.

Cartesian coordinates (Å):
O (-2.25, -2.95, -0.83)
C (-1.79, -2.13, -0.06)
N (-2.55, -1.28, 0.67)
C (-3.98, -1.21, 0.50)
C (-4.42, 0.00, -0.34)
C (-4.34, 1.33, 0.43)
C (-5.80, 1.61, 0.80)
C (-6.52, 0.97, -0.38)
O (-5.78, -0.18, -0.71)
C (-0.32, -2.02, 0.18)
C (0.23, -1.73, 1.42)
C (1.61, -1.66, 1.58)
C (2.46, -1.87, 0.49)
C (3.95, -1.72, 0.66)
N (4.34, -0.39, 1.08)
S (4.31, 0.82, -0.06)
O (4.73, 2.01, 0.61)
O (5.01, 0.36, -1.21)
C (2.57, 1.01, -0.50)
C (2.16, 0.80, -1.81)
C (0.82, 0.91, -2.13)
C (-0.09, 1.21, -1.13)
F (-1.39, 1.29, -1.43)
C (0.32, 1.43, 0.18)
Cl (-0.83, 1.78, 1.41)
C (1.67, 1.34, 0.49)
C (1.90, -2.18, -0.74)
C (0.53, -2.27, -0.89)
H (-2.11, -0.53, 1.17)
H (-4.47, -1.18, 1.47)
H (-4.29, -2.12, -0.03)
H (-3.80, 0.03, -1.25)
H (-3.96, 2.12, -0.22)
H (-3.70, 1.26, 1.31)
H (-6.06, 1.09, 1.72)
H (-6.02, 2.66, 0.91)
H (-6.54, 1.67, -1.24)
H (-7.55, 0.66, -0.16)
H (-0.41, -1.58, 2.28)
H (2.02, -1.46, 2.55)
H (4.46, -1.89, -0.29)
H (4.33, -2.43, 1.40)
H (3.98, -0.09, 1.97)
H (2.91, 0.56, -2.55)
H (0.47, 0.76, -3.14)
H (2.02, 1.53, 1.49)
H (2.56, -2.36, -1.58)
H (0.10, -2.53, -1.85)

Its relative energy (zero: lowest compared OMol25 entry of this formula, charge and spin) is 14.2 kJ/mol. The value obtained for the HOMO-LUMO gap is 9.40 eV. As for the structure (SMILES): O=C(NC[C@@H]1CCCO1)c1ccc(CNS(=O)(=O)c2ccc(F)c(Cl)c2)cc1. The calculation puts the largest force on an atom at 0.856 eV Å⁻¹. The value obtained for the total energy is -2104.7515 Eh. For the LUMO energy, the calculation gives -0.0192 eV. Its multiplicity is 1.